No. 1
Below is 9 unconnected molecules or ions with the total composition C18H54O18, with properties calculated with wB97M-V/def2-TZVPD.

ORCA input file:
```
! RIJCOSX wB97M-V def2-TZVPD def2/J DEFGRID3
* xyz 1 2
C -4.39512 1.46696 4.19951
C -5.90276 1.42874 4.36410
O -6.62041 1.04022 3.21495
O -3.89630 2.20442 3.11646
H -4.14952 0.42255 4.00719
H -3.85769 1.68690 5.12195
H -6.26599 2.40774 4.67668
H -6.28122 0.84675 5.20443
H -6.94881 1.84043 2.79852
H -3.46356 1.58735 2.52184
C 1.85460 5.95648 0.84464
C 3.28386 5.96571 1.18209
O 3.62548 4.84164 1.99708
O 1.56606 4.87308 -0.02754
H 1.77358 6.88137 0.27356
H 1.23072 5.81282 1.72682
H 3.42815 6.96718 1.58749
H 3.87769 5.92089 0.26915
H 3.13256 4.08601 1.66898
H 2.11314 4.82027 -0.81464
C 2.24334 -3.95394 1.10329
C 3.77792 -3.75821 1.56730
O 4.25224 -2.52155 1.06825
O 2.26411 -4.28230 -0.26021
H 1.89186 -2.94379 1.31341
H 1.97425 -4.68471 1.86596
H 4.52022 -4.47011 1.20632
H 3.71147 -3.68621 2.65288
H 5.17384 -2.36045 1.28344
H 1.75408 -3.53273 -0.57582
C -2.20376 -3.48483 -1.32217
C -2.26348 -5.00874 -1.07458
O -3.60786 -5.60310 -0.79913
O -2.28050 -2.97128 -2.67923
H -1.44326 -2.98206 -0.72472
H -3.16704 -3.18553 -0.90914
H -1.55897 -5.25652 -0.28063
H -1.84508 -5.38884 -2.00654
H -3.52736 -6.50434 -1.11988
H -2.36173 -2.01933 -2.58547
C -1.84913 -3.77810 2.87120
C -2.43987 -2.61752 1.98570
O -3.13272 -1.68284 2.86554
O -1.30060 -4.80497 2.10688
H -2.67838 -4.15922 3.46718
H -1.12574 -3.29765 3.52998
H -3.15605 -3.00867 1.26309
H -1.64281 -2.07455 1.47778
H -3.49884 -0.98800 2.31347
H -1.00403 -5.53801 2.65121
C -5.12907 0.56053 -0.00655
C -4.03495 1.15723 -0.83395
O -2.92661 0.28422 -0.98523
O -4.70610 0.22314 1.24733
H -5.52364 -0.37218 -0.40961
H -5.94637 1.25206 0.19816
H -3.45025 2.03687 -0.56476
H -4.48373 1.32782 -1.81252
H -2.34757 0.34145 -0.22166
H -5.39287 0.33375 1.90892
C 4.34002 3.65869 -2.36324
C 3.84807 3.04469 -3.71971
O 2.59905 2.41358 -3.59942
O 3.70321 4.86377 -2.10226
H 5.42868 3.67381 -2.31148
H 4.00079 3.04887 -1.52590
H 4.44807 2.17094 -3.97400
H 3.97585 3.63441 -4.62745
H 2.71951 1.62920 -3.05920
H 3.94483 5.48352 -2.79446
C 3.47048 -0.86441 -5.01696
C 3.14419 -1.02927 -3.49115
O 3.84374 -0.08649 -2.70534
O 4.82254 -1.27630 -5.30388
H 3.22047 0.16540 -5.27206
H 2.85917 -1.46488 -5.69063
H 3.36215 -2.05845 -3.20584
H 2.08291 -0.80256 -3.38920
H 4.77909 -0.08176 -2.92146
H 4.89643 -2.17661 -5.62880
C 1.53567 1.03827 -0.07438
C 0.44942 0.03128 0.41902
O -0.81298 0.62392 0.77863
O 1.84755 1.99493 0.99757
H 1.29190 1.46696 -1.04644
H 2.48182 0.58089 -0.36368
H 0.76144 -0.43268 1.35470
H 0.37121 -0.91743 -0.11193
H -0.67481 1.21749 1.52037
H 1.62010 2.79594 0.51983
*
```

Output
E_LUMO (spin up / spin down) ... -2.66 / -9.78 eV
Relative energy (zero: lowest compared OMol25 entry of this formula, charge and spin) ... 69.0 kcal/mol

=====

No. 2
Below is 6 unconnected molecules or ions with the total composition C18H54O24P6, with properties calculated with wB97M-V/def2-TZVPD.

ORCA input file:
```
! RIJCOSX wB97M-V def2-TZVPD def2/J DEFGRID3
* xyz 0 1
C 2.51511 -0.89088 -0.32866
O 1.13959 -0.62822 -0.00990
P 0.02265 -1.74957 -0.20657
O 0.55996 -3.07220 -0.50917
O -1.08124 -1.15498 -1.17827
C -0.94906 -1.19802 -2.57974
O -0.73261 -1.61216 1.22257
C -0.97253 -0.30950 1.72942
H 2.61118 -1.84511 -0.85032
H 3.15081 -1.02436 0.54508
H 2.89407 -0.13360 -1.01097
H -0.03137 -0.69130 -2.91555
H -1.74365 -0.54074 -2.94118
H -0.92713 -2.16251 -3.08831
H -1.56675 -0.46385 2.63082
H -1.41935 0.39756 1.03069
H -0.06938 0.18438 2.09467
C 0.22680 2.88336 -0.39068
O -0.27937 4.09718 0.18342
P -0.67300 4.11196 1.73534
O -0.39687 2.86560 2.48007
O -2.21464 4.57198 1.66994
C -2.47836 5.86539 1.11468
O 0.07491 5.38379 2.30412
C -0.28325 5.89351 3.59343
H 1.20827 2.64423 0.01374
H 0.21999 3.00950 -1.47031
H -0.46066 2.06381 -0.17329
H -1.71623 6.35011 0.50804
H -2.59854 6.50339 2.00016
H -3.44115 5.90007 0.61061
H 0.47725 5.63414 4.32634
H -1.24376 5.50555 3.93206
H -0.34589 6.97778 3.53369
C -6.37917 -4.03654 -0.97448
O -5.19994 -4.78023 -0.72654
P -4.40894 -5.41444 -1.98103
O -4.37093 -4.55941 -3.17570
O -5.05083 -6.89235 -2.11707
C -4.16388 -7.88356 -2.69856
O -2.98479 -5.78969 -1.30630
C -1.93931 -4.84024 -1.38065
H -6.55127 -3.98617 -2.04955
H -6.32546 -3.01272 -0.59165
H -7.22230 -4.43383 -0.40471
H -4.77800 -8.72282 -3.00696
H -3.48336 -8.18889 -1.90448
H -3.57324 -7.45708 -3.50785
H -1.03391 -5.29037 -1.78941
H -1.60342 -4.49951 -0.39792
H -2.11162 -3.90360 -1.91329
C 7.94527 3.71045 -5.02900
O 6.92163 3.92710 -4.05661
P 7.21103 3.44325 -2.56355
O 8.57391 3.62143 -2.04597
O 6.10946 4.25506 -1.71320
C 6.36500 5.63699 -1.47508
O 6.72818 1.92199 -2.52139
C 5.55318 1.42607 -3.17463
H 8.37026 4.63638 -5.39966
H 7.64294 3.08306 -5.87468
H 8.68074 3.01820 -4.60368
H 5.39350 6.11970 -1.36436
H 6.87199 6.11939 -2.31293
H 6.94059 5.72736 -0.55390
H 5.31350 2.09573 -4.00513
H 4.72322 1.44824 -2.47173
H 5.81625 0.45685 -3.58793
C -4.17829 1.01896 1.47790
O -5.32259 0.76145 0.68581
P -5.25172 0.88680 -0.90288
O -4.07873 1.55437 -1.48933
O -6.60410 1.67182 -1.24619
C -7.87901 1.01351 -1.04675
O -5.54920 -0.61764 -1.40099
C -4.89914 -1.21233 -2.49063
H -3.43641 0.22415 1.49890
H -4.44826 1.22722 2.51310
H -3.67097 1.93188 1.15522
H -7.86759 0.36504 -0.17163
H -8.27900 0.55090 -1.94332
H -8.47574 1.88149 -0.75360
H -5.55548 -1.60230 -3.26932
H -4.24331 -2.05443 -2.25072
H -4.19231 -0.56804 -3.02435
C 5.95601 -3.09397 4.99361
O 5.18312 -1.90206 4.84914
P 4.06601 -1.84689 3.68776
O 4.50095 -1.74524 2.28941
O 3.21024 -3.17461 4.02693
C 2.47470 -3.38106 5.21048
O 3.18366 -0.68580 4.32401
C 1.94510 -0.30736 3.74958
H 7.01632 -2.90365 5.10829
H 5.76842 -3.84151 4.21836
H 5.52824 -3.60775 5.86088
H 2.72071 -2.64865 5.98394
H 2.76533 -4.35058 5.62116
H 1.40021 -3.38219 5.03067
H 2.04888 0.73350 3.43768
H 1.07945 -0.27012 4.41688
H 1.62847 -0.94700 2.92362
*
```

Output
E_LUMO ... 0.51 eV
Relative energy (zero: lowest compared OMol25 entry of this formula, charge and spin) ... 22.4 kcal/mol
Structure (SMILES) ... COP(=O)(OC)OC.COP(=O)(OC)OC.COP(=O)(OC)OC.COP(=O)(OC)OC.COP(=O)(OC)OC.COP(=O)(OC)OC

=====

No. 3
Below is 9 unconnected molecules or ions with the total composition C18H54O9, with properties calculated with wB97M-V/def2-TZVPD.

ORCA input file:
```
! RIJCOSX wB97M-V def2-TZVPD def2/J DEFGRID3
* xyz 0 1
C -10.43382 6.86736 -14.50279
C -11.31296 6.06198 -13.53857
O -12.67807 6.07825 -14.00436
H -10.63720 7.93530 -14.56419
H -10.53486 6.48422 -15.52069
H -9.38762 6.73254 -14.20624
H -11.28077 6.55612 -12.57195
H -10.98729 5.02338 -13.57021
H -12.70551 5.50380 -14.77439
C -3.17841 5.73377 -18.99533
C -4.33983 6.70484 -19.01690
O -4.40541 7.30875 -20.32232
H -3.08942 5.31648 -17.98762
H -2.24912 6.20255 -19.30921
H -3.34244 4.84200 -19.60552
H -4.09849 7.50487 -18.31250
H -5.31543 6.26279 -18.81705
H -5.20329 7.84264 -20.36698
C 0.22958 6.29934 -15.96582
C 0.62234 7.67125 -16.50399
O -0.02727 8.70412 -15.75537
H -0.84225 6.11575 -16.06399
H 0.43308 6.30394 -14.89394
H 0.76770 5.54215 -16.53219
H 0.27157 7.81364 -17.53064
H 1.71022 7.73950 -16.43377
H 0.58342 9.41734 -15.56020
C -8.13536 4.88756 -17.29711
C -7.19188 5.40787 -16.23052
O -7.11350 6.82914 -16.35323
H -7.97236 5.15943 -18.33808
H -9.16308 5.15698 -17.03428
H -8.19269 3.79132 -17.28429
H -6.15727 5.06424 -16.35045
H -7.58773 5.01829 -15.28628
H -6.87645 7.18934 -15.47773
C -7.32804 10.94948 -13.37657
C -6.91508 11.42356 -14.75165
O -7.90131 11.12491 -15.74369
H -7.91174 10.02656 -13.40871
H -7.93650 11.67752 -12.83879
H -6.44588 10.67777 -12.79036
H -5.93509 11.00195 -15.02290
H -6.67365 12.48883 -14.80161
H -7.85871 10.16612 -15.84766
C -3.79078 10.13639 -16.95041
C -2.83047 10.65429 -15.89705
O -1.75229 11.36542 -16.50484
H -4.20885 11.04283 -17.39554
H -4.59223 9.56728 -16.47656
H -3.30665 9.53889 -17.72352
H -2.36923 9.85754 -15.29783
H -3.32203 11.26995 -15.14019
H -1.59893 10.94222 -17.35421
C -3.67036 7.18321 -14.68714
C -4.63905 7.23137 -13.52624
O -5.85329 7.79923 -13.96866
H -4.02509 6.67166 -15.58904
H -2.74559 6.72625 -14.33940
H -3.58826 8.19212 -15.09176
H -4.12127 7.69738 -12.67966
H -4.82347 6.20885 -13.16707
H -6.61135 7.40561 -13.50868
C -8.10836 5.07554 -11.82987
C -7.96001 6.38208 -11.06969
O -7.86318 7.48550 -12.00290
H -8.31722 4.22462 -11.17207
H -7.25849 4.80284 -12.45450
H -9.02926 5.11357 -12.41491
H -7.03890 6.43727 -10.48041
H -8.81474 6.42283 -10.38876
H -8.64652 8.00847 -11.78902
C 0.72937 8.15383 -12.41071
C -0.65592 8.78648 -12.51298
O -0.47668 10.21481 -12.58504
H 1.28726 8.71516 -11.66253
H 1.27813 8.11585 -13.34999
H 0.63405 7.12671 -12.03826
H -1.25178 8.55353 -11.63292
H -1.19197 8.41565 -13.39038
H 0.01500 10.37277 -13.39633
*
```

Output
E_LUMO ... 0.42 eV
Relative energy (zero: lowest compared OMol25 entry of this formula, charge and spin) ... 86.7 kcal/mol
Structure (SMILES) ... CCO.CCO.CCO.CCO.CCO.CCO.CCO.CCO.CCO

=====

> Look up the relative energy (zero: lowest compared OMol25 entry of this formula, charge and spin) of the second one.

22.4 kcal/mol

=====

> What is the relative energy (zero: lowest compared OMol25 entry of this formula, charge and spin) in the second record?

22.4 kcal/mol

=====

> Number 2 is which compound?

C18H54O24P6

=====

> Which value of relative energy (zero: lowest compared OMol25 entry of this formula, charge and spin) does entry 2 give?

22.4 kcal/mol